Entry 1:
Here is a molecular structure, C19H14BrN3NaO3SbSe4 in a non-equilibrium geometry from OMol25. Energies are from wB97M-V/def2-TZVPD.

Each line ends with the Löwdin charge.
Positions of all 46 atoms, in Å:
1 Na -0.265 0.538 -0.681  0.3297
2 O -0.984 1.129 -2.420  -0.1856
3 C -1.422 0.439 -3.392  -0.4063
4 C -2.160 1.043 -4.450  -0.0590
5 C -2.708 0.319 -5.475  -0.1433
6 C -2.569 -1.068 -5.528  -0.1594
7 C -1.853 -1.696 -4.533  -0.0903
8 C -1.250 -0.986 -3.493  -0.1593
9 C -0.445 -1.716 -2.560  -0.1043
10 N 0.430 -1.168 -1.807  -0.0337
11 N 1.235 -1.950 -1.060  0.0509
12 C 1.590 -1.512 0.109  -0.4952
13 O 1.110 -0.457 0.682  -0.3719
14 C 2.609 -2.335 0.798  -0.1401
15 C 3.090 -1.952 2.045  -0.0448
16 C 4.038 -2.708 2.706  -0.0968
17 C 4.541 -3.854 2.114  -0.1152
18 C 4.075 -4.244 0.867  -0.1134
19 C 3.114 -3.498 0.215  -0.0442
20 H -2.287 2.117 -4.411  0.0825
21 H -3.264 0.826 -6.256  0.0833
22 H -3.013 -1.632 -6.339  0.0723
23 H -1.718 -2.773 -4.552  0.0948
24 H -0.571 -2.810 -2.538  0.1168
25 H 2.717 -1.039 2.494  0.0595
26 H 4.367 -2.413 3.691  0.0691
27 H 5.283 -4.451 2.629  0.0866
28 H 4.461 -5.148 0.413  0.0865
29 H 2.735 -3.798 -0.750  0.0952
30 O -2.661 5.587 2.945  0.0590
31 C -2.241 4.586 2.136  -0.3117
32 C -1.149 3.784 2.459  -0.0141
33 C -0.768 2.791 1.580  -0.1355
34 N -1.409 2.538 0.447  0.0424
35 C -2.435 3.302 0.155  -0.7273
36 Br -3.330 2.917 -1.464  0.8105
37 C -2.903 4.347 0.935  -0.0567
38 H -2.120 5.582 3.749  0.1137
39 H -0.602 3.919 3.381  0.0120
40 H 0.091 2.169 1.792  0.0703
41 H -3.745 4.948 0.637  0.1000
42 Se 2.269 -1.294 5.955  -0.2202
43 Sb 0.870 0.175 4.615  -0.1385
44 Se 1.144 2.572 5.033  -0.1921
45 Se -1.603 -0.488 4.615  -0.1222
46 Se -0.293 -0.639 2.512  0.2458

HOMO-LUMO gap (eV): 5.8487
Energy relative to the best compared isomer or geometry (same formula, charge and spin) (eV): 1.198
Lowest unoccupied orbital energy (eV): 3.81
Total charge: -2


Entry 2:
Here is a gas-phase ion, C9H14FN2 (charge +1) in a non-equilibrium geometry from OMol25. Energies are from wB97M-V/def2-TZVPD.

Each line ends with the Löwdin charge.
Positions of all 26 atoms, in Å:
1 C -1.115 -1.876 0.061  0.0454
2 C 0.197 -2.225 0.076  -0.0279
3 C 1.047 -1.081 0.535  -0.2282
4 C -1.129 -0.415 0.453  -0.2833
5 C 3.237 0.157 -0.143  -0.2695
6 C 4.159 0.814 -1.039  0.0729
7 C -2.377 1.660 1.235  -0.0705
8 C -2.888 0.398 -0.839  -0.0798
9 C -2.425 0.239 0.575  -0.3799
10 N 0.068 0.051 0.626  0.1469
11 N 2.255 -0.624 -0.346  0.2253
12 F 3.358 0.617 1.127  0.1490
13 H -2.060 -2.318 -0.048  0.1093
14 H 0.781 -3.187 -0.218  0.1479
15 H 1.442 -1.263 1.566  0.1761
16 H 5.170 0.499 -0.956  0.1174
17 H 3.866 1.807 -0.884  0.1122
18 H 3.829 0.622 -2.038  0.1044
19 H -2.017 2.458 0.577  0.0702
20 H -1.725 1.769 2.135  0.0887
21 H -3.414 2.052 1.341  0.0915
22 H -4.092 0.474 -0.876  0.1478
23 H -2.666 -0.502 -1.438  0.0746
24 H -2.534 1.234 -1.403  0.0756
25 H -3.172 -0.293 1.233  0.1694
26 H 2.205 -1.067 -1.312  0.2144

HOMO-LUMO gap (eV): 9.3761
Energy relative to the best compared isomer or geometry (same formula, charge and spin) (eV): 1.042
Lowest unoccupied orbital energy (eV): -4.08
Total charge: +1
Structure (SMILES): C/C(F)=[NH+]/[C@@H]1C=CC(C(C)C)=N1


Entry 3:
Here is a molecular structure, C62H66BCl3FN10O3SiTi in a non-equilibrium geometry from OMol25. Energies are from wB97M-V/def2-TZVPD.

Each line ends with the Löwdin charge.
Positions of all 148 atoms, in Å:
1 Ti -1.115 -0.733 -0.899  1.0767
2 C 1.770 -1.862 3.893  -0.0261
3 C 0.490 -1.807 3.136  -0.2691
4 C -0.782 -1.786 3.656  0.0196
5 C -1.637 -1.727 2.541  -0.2360
6 N -0.906 -1.678 1.419  0.0672
7 N 0.382 -1.768 1.787  0.0421
8 B 1.542 -2.121 0.833  -0.5070
9 N 1.980 -0.901 0.011  0.0509
10 N 1.209 -0.299 -0.914  0.0948
11 C 1.968 0.636 -1.495  -0.2319
12 C 3.250 0.631 -0.923  0.0333
13 C 3.216 -0.357 0.036  -0.2496
14 C 4.320 -0.739 0.959  0.0014
15 C 1.705 1.636 -2.545  -0.1772
16 C 2.257 1.434 -3.809  -0.0220
17 C 2.322 2.473 -4.720  -0.0809
18 C 1.844 3.726 -4.381  -0.0926
19 C 1.258 3.928 -3.140  -0.0810
20 C 1.195 2.892 -2.227  -0.0499
21 N 1.183 -3.299 -0.085  0.0331
22 N 0.135 -3.309 -0.912  0.1179
23 C 0.094 -4.507 -1.505  -0.2393
24 C 1.185 -5.280 -1.046  0.0176
25 C 1.851 -4.480 -0.148  -0.2706
26 C 3.069 -4.811 0.645  -0.0319
27 C -0.938 -4.976 -2.432  -0.1903
28 C -0.953 -6.317 -2.831  -0.0434
29 C -1.930 -6.801 -3.682  -0.1033
30 C -2.919 -5.961 -4.163  -0.1033
31 C -2.907 -4.627 -3.793  -0.0703
32 C -1.934 -4.141 -2.942  -0.0747
33 C -3.086 -1.790 2.693  -0.1532
34 C -3.605 -2.564 3.740  -0.0378
35 C -4.957 -2.569 4.009  -0.0936
36 C -5.826 -1.808 3.242  -0.0873
37 C -5.324 -1.057 2.191  -0.0603
38 C -3.970 -1.048 1.914  -0.0486
39 H 1.571 -1.706 4.950  0.0793
40 H 2.259 -2.828 3.777  0.0784
41 H 2.457 -1.093 3.550  0.0558
42 H -1.060 -1.795 4.692  0.1078
43 H 2.459 -2.453 1.493  0.1009
44 H 4.076 1.264 -1.179  0.0997
45 H 5.166 -0.075 0.802  0.0595
46 H 3.999 -0.656 1.996  0.0693
47 H 4.643 -1.764 0.788  0.0790
48 H 2.649 0.462 -4.065  0.1277
49 H 2.765 2.306 -5.692  0.1047
50 H 1.935 4.547 -5.078  0.0967
51 H 0.866 4.901 -2.874  0.1002
52 H 0.749 3.060 -1.257  0.0984
53 H 1.470 -6.274 -1.331  0.0944
54 H 3.408 -5.814 0.394  0.0757
55 H 3.874 -4.110 0.435  0.0684
56 H 2.855 -4.775 1.713  0.0746
57 H -0.193 -6.999 -2.477  0.0941
58 H -1.922 -7.844 -3.973  0.0925
59 H -3.686 -6.340 -4.824  0.0925
60 H -3.660 -3.951 -4.175  0.1076
61 H -1.924 -3.092 -2.694  0.0809
62 H -2.943 -3.175 4.338  0.1066
63 H -5.335 -3.157 4.836  0.0961
64 H -6.882 -1.804 3.471  0.0965
65 H -5.993 -0.458 1.591  0.0946
66 H -3.576 -0.460 1.096  0.0781
67 Cl -0.008 1.063 -7.825  0.6254
68 C -0.184 0.355 -6.253  -0.7039
69 C 0.225 -0.962 -6.065  -0.1661
70 C 0.064 -1.531 -4.809  -0.5569
71 Cl 0.583 -3.166 -4.576  0.7788
72 C -0.495 -0.837 -3.720  -0.3373
73 O -0.748 -1.404 -2.584  -0.2056
74 C -0.814 0.553 -3.936  -0.1615
75 C -1.161 1.326 -2.823  -0.2649
76 O -1.132 0.913 -1.601  -0.2838
77 C -0.694 1.111 -5.226  -0.0844
78 H 0.654 -1.536 -6.868  0.0876
79 H -1.439 2.371 -2.981  0.1248
80 H -0.977 2.140 -5.383  0.1112
81 C -4.236 1.227 -3.561  -0.1571
82 Si -4.093 1.150 -1.633  0.4994
83 C -5.893 1.585 -1.074  -0.1917
84 C -3.286 2.687 -0.798  -0.1666
85 N -3.429 -0.373 -1.164  -0.0961
86 C -4.201 -1.482 -1.064  -0.3455
87 C -5.589 -1.614 -1.300  -0.0441
88 C -6.264 -2.783 -1.007  -0.1098
89 C -5.620 -3.891 -0.473  -0.1120
90 C -4.246 -3.837 -0.305  -0.0192
91 C -3.602 -2.669 -0.613  -0.2251
92 F -2.232 -2.595 -0.449  -0.0638
93 H -5.275 1.236 -3.881  0.0114
94 H -3.770 0.350 -4.004  0.0242
95 H -3.766 2.101 -3.996  0.0131
96 H -5.999 2.663 -0.983  0.0186
97 H -6.135 1.160 -0.105  0.0054
98 H -6.647 1.259 -1.782  0.0082
99 H -3.574 3.586 -1.335  0.0280
100 H -2.206 2.656 -0.753  -0.0063
101 H -3.656 2.796 0.219  0.0192
102 H -6.130 -0.779 -1.710  0.0731
103 H -7.331 -2.838 -1.185  0.0945
104 H -6.166 -4.781 -0.202  0.0889
105 H -3.678 -4.674 0.068  0.1226
106 C 1.241 1.933 4.171  -0.0306
107 C 1.634 3.415 4.232  -0.4908
108 C 2.925 3.529 5.060  -0.0376
109 C 0.522 4.176 4.966  -0.0389
110 C 1.860 4.060 2.817  -0.4201
111 O 2.139 5.446 2.971  -0.0161
112 C 2.995 3.363 2.014  -0.0879
113 C 4.340 4.114 2.017  -0.1414
114 C 5.423 3.229 1.471  -0.2249
115 C 6.178 2.430 2.346  -0.0272
116 C 7.155 1.580 1.854  -0.1208
117 C 7.373 1.508 0.491  -0.6876
118 Cl 8.569 0.412 -0.127  0.6588
119 C 6.633 2.294 -0.398  -0.1017
120 C 5.665 3.148 0.108  -0.0430
121 C 0.563 4.131 1.967  -0.0534
122 N -0.149 2.912 1.761  -0.0943
123 C 0.143 1.822 1.020  -0.1091
124 N -0.846 0.944 1.093  0.0945
125 C -1.725 1.539 1.924  -0.1878
126 N -1.345 2.721 2.348  0.1201
127 H 1.411 1.473 5.141  0.0897
128 H 1.814 1.377 3.434  0.0689
129 H 0.188 1.809 3.943  0.0684
130 H 2.765 3.083 6.038  0.0864
131 H 3.211 4.566 5.224  0.0844
132 H 3.747 3.002 4.586  0.0716
133 H 0.497 3.872 6.009  0.0861
134 H -0.449 3.956 4.530  0.0699
135 H 0.693 5.249 4.921  0.0856
136 H 2.970 5.540 3.450  0.0784
137 H 2.700 3.264 0.969  0.1106
138 H 3.171 2.354 2.386  0.1076
139 H 4.624 4.407 3.029  0.1037
140 H 4.244 5.018 1.412  0.1265
141 H 6.004 2.486 3.413  0.1108
142 H 7.743 0.974 2.526  0.1046
143 H 6.814 2.234 -1.459  0.1074
144 H 5.093 3.763 -0.574  0.1240
145 H 0.837 4.581 1.007  0.1400
146 H -0.122 4.814 2.472  0.1337
147 H 1.074 1.687 0.516  0.1086
148 H -2.642 1.095 2.253  0.1072

HOMO-LUMO gap (spin up / spin down) (eV): 4.5109 / 4.5154
Lowest unoccupied orbital energy (spin up / spin down) (eV): 1.81 / 1.81
Total charge: -1


Entry 4:
Here is a single C3H3NOS2 molecule in a non-equilibrium geometry from OMol25. Energies are from wB97M-V/def2-TZVPD.

Each line ends with the Löwdin charge.
Positions of all 10 atoms, in Å:
1 C -0.478 -0.538 0.062  -0.1229
2 C -1.452 0.468 -0.117  -0.3493
3 C -0.890 -1.901 -0.035  -0.2772
4 N -0.202 -2.951 0.215  -0.5514
5 O -3.168 2.021 -0.729  -0.5687
6 S 0.871 -3.860 0.918  0.6349
7 S -2.985 0.574 -0.946  0.9094
8 H 0.387 -0.419 0.639  0.0873
9 H -1.099 1.505 0.139  0.0896
10 H -1.975 -1.990 -0.591  0.1484

HOMO-LUMO gap (spin up / spin down) (eV): 7.0070 / 6.5545
Energy relative to the best compared isomer or geometry (same formula, charge and spin) (eV): 4.477
Lowest unoccupied orbital energy (spin up / spin down) (eV): -1.18 / -1.97
Total charge: 0